[1]
12
Properties=species:S:1:pos:R:3:forces:R:3 method="wB97M-V/def2-TZVPD" total_energy_ha=-248.34170 gap_ha=0.3477 charge=+1 de_lowest_kcal_mol=171.9
C 2.36409 -0.81706 0.00170 -1.098 0.751 -0.134
C 3.46694 -0.19084 0.00670 -0.145 0.421 0.347
C -0.10144 -1.05926 -0.11426 -0.148 -3.604 0.073
C 2.41384 0.90318 0.08200 2.834 0.003 2.271
C -1.35689 -0.35166 0.04754 -0.651 -1.595 0.130
N 1.06940 -0.59163 -0.00589 -0.700 -0.488 -0.153
H -0.31536 -2.18242 -0.28628 1.291 1.478 0.229
H 2.24669 1.36706 1.13056 -0.213 -0.882 -2.043
H 2.47820 1.43985 -0.84462 -1.065 0.422 -0.401
H -1.64672 -0.40483 1.11813 0.034 0.563 -0.630
H -1.20143 0.54346 -0.43004 -0.223 2.973 -0.169
H -2.10923 -0.86632 -0.56618 0.083 -0.040 0.479

[2]
18
Properties=species:S:1:pos:R:3:forces:R:3 method="wB97M-V/def2-TZVPD" total_energy_ha=-381.24117 gap_ha=0.3548 de_lowest_kcal_mol=27.8
C 1.64678 -0.93654 0.16076 0.118 0.078 0.467
C -0.47033 0.76838 1.67490 -0.158 0.194 0.311
C -1.41667 -0.41658 -0.38170 1.045 -0.255 -0.882
C 0.55477 -0.21476 -0.59398 -0.884 1.591 -0.086
N 1.05751 0.51591 -1.73189 0.691 -0.062 -0.937
C -0.56364 0.66221 0.16670 0.369 -0.230 1.143
O -2.73089 -0.58070 -0.34380 -0.228 -0.208 0.061
N -0.53286 -1.09698 -1.01881 -1.124 -1.042 -0.249
H -2.95038 -1.36023 -0.88138 0.052 0.107 0.099
H 0.39119 0.53822 -2.49951 0.089 -0.071 0.308
H 1.36053 1.46474 -1.53765 -0.056 -0.279 0.178
H -0.80238 1.63473 -0.28329 0.412 -0.169 -0.029
H 1.24337 -1.52196 0.99259 -0.043 0.133 -0.092
H 2.18090 -1.63400 -0.49450 -0.247 0.266 -0.075
H 2.37746 -0.23127 0.57059 -0.057 -0.036 -0.088
H 0.37752 1.39632 1.96688 -0.087 -0.066 -0.034
H -0.34513 -0.21047 2.14747 -0.005 0.106 -0.103
H -1.37776 1.22297 2.08661 0.114 -0.057 0.008

[3]
88
Properties=species:S:1:pos:R:3:forces:R:3 method="wB97M-V/def2-TZVPD" total_energy_ha=-2658.61599 gap_ha="0.1817 / 0.1792" charge=+2
Sn 0.25630 -0.86834 1.45587 1.061 0.189 0.525
C -1.89208 -0.93456 -3.94361 0.695 0.631 -0.456
C -0.91170 -0.02418 -4.13411 -0.878 -1.075 -0.116
C -1.12807 1.33980 -4.73901 0.315 -0.007 -0.265
C -2.38810 2.14321 -4.32374 0.272 0.100 -0.422
C -2.96290 1.90170 -2.96457 -0.498 0.086 0.262
C -3.84022 0.93784 -2.67649 -0.555 0.707 -0.240
C -4.31303 -0.12097 -3.61515 -0.152 -0.604 -0.311
C -3.25283 -0.74704 -4.55370 -0.386 0.284 -0.050
C 0.74847 0.27177 3.36131 0.482 1.042 0.923
H -1.71556 -1.87354 -3.41990 0.259 0.091 -0.217
H 0.12906 -0.31059 -3.95789 -0.264 0.032 0.304
H -1.15868 1.25589 -5.83638 0.182 0.030 0.198
H -0.23957 1.94281 -4.51476 -0.048 -0.008 -0.087
H -2.11748 3.21021 -4.38044 -0.194 -0.361 -0.142
H -3.16915 1.97030 -5.07864 0.166 0.146 0.290
H -2.75807 2.70170 -2.24660 -0.320 -0.230 -0.034
H -4.48088 0.99332 -1.79410 0.591 0.024 -0.126
H -5.11873 0.28645 -4.25175 0.125 -0.121 0.277
H -4.77084 -0.91809 -3.01359 0.034 0.128 -0.148
H -3.64294 -1.72194 -4.90115 0.245 0.457 0.090
H -3.15858 -0.09395 -5.43727 0.019 -0.462 0.243
H 0.71826 -0.41172 4.22556 0.107 0.082 -0.405
H -0.03520 1.02970 3.46344 0.186 -0.216 0.125
H 1.72339 0.76938 3.28371 -0.328 -0.095 0.180
P 1.24222 -0.50796 -0.92559 0.049 -0.591 0.762
P -1.16689 1.30657 1.11704 -0.542 -1.155 0.707
C 0.10558 0.77685 -1.38980 -1.321 1.437 0.005
C -0.81398 1.41064 -0.60682 0.726 0.180 -1.397
C 2.88819 -0.00202 -1.43584 0.496 0.373 0.063
C 3.13848 0.56330 -2.70065 0.065 -0.279 0.155
C 4.45090 0.84426 -3.08596 -0.078 -0.017 0.209
C 5.50887 0.60325 -2.19942 -0.344 -0.174 0.085
C 5.25502 0.08257 -0.92327 0.088 0.129 -0.139
C 3.94963 -0.19304 -0.52916 -0.320 -0.201 -0.256
C 0.82013 -2.17259 -1.56726 -0.082 -0.153 -0.082
C -0.32774 -2.83388 -1.07651 0.325 -0.048 0.194
C -0.51122 -4.19249 -1.33841 -0.047 0.173 -0.111
C 0.39783 -4.88254 -2.14286 0.179 0.315 -0.125
C 1.51620 -4.22198 -2.66089 -0.122 0.079 0.033
C 1.74109 -2.87803 -2.36440 -0.237 0.403 0.321
C -1.05132 2.93773 1.89347 0.614 0.225 -0.240
C 0.18831 3.61751 1.87198 -0.188 0.008 0.099
C 0.30659 4.86087 2.49322 -0.101 -0.106 -0.127
C -0.80908 5.45081 3.10015 -0.134 -0.374 -0.019
C -2.04524 4.79286 3.09711 0.087 -0.044 -0.171
C -2.17553 3.54736 2.48522 0.129 -0.419 -0.027
C -2.78178 0.57229 1.49210 -0.279 -0.229 0.125
C -2.93298 -0.21745 2.65303 0.031 0.118 -0.336
C -4.14901 -0.85289 2.89900 0.128 0.082 0.068
C -5.19096 -0.75567 1.97159 0.128 0.289 -0.353
C -5.04209 0.02643 0.81562 0.172 0.014 0.391
C -3.85103 0.72697 0.60607 0.127 0.170 0.206
H 0.22360 1.14015 -2.41737 -0.300 -0.029 0.451
H -1.39793 2.22872 -1.02766 0.385 -0.119 -0.313
H 2.31210 0.76141 -3.38279 0.230 -0.085 0.023
H 4.64511 1.24044 -4.08425 -0.049 -0.065 0.355
H 6.53249 0.81651 -2.50583 -0.272 -0.065 0.079
H 6.08118 -0.11887 -0.23709 -0.296 0.155 -0.224
H 3.73582 -0.57427 0.47199 0.235 0.068 -0.307
H -1.05135 -2.32013 -0.42343 0.231 -0.209 -0.523
H -1.36794 -4.71722 -0.91406 0.201 0.193 -0.164
H 0.23195 -5.93159 -2.37938 0.060 0.213 0.123
H 2.22796 -4.74856 -3.29446 -0.191 0.072 0.173
H 2.63211 -2.35570 -2.71785 -0.207 -0.292 -0.002
H 1.04510 3.17855 1.35283 -0.183 0.103 0.272
H 1.26778 5.37760 2.50544 -0.312 -0.171 -0.072
H -0.72134 6.42484 3.58014 0.020 -0.260 -0.114
H -2.91789 5.24626 3.57023 0.292 -0.091 -0.197
H -3.13939 3.03813 2.43836 0.226 0.175 0.213
H -2.10199 -0.32086 3.35878 -0.329 0.005 -0.143
H -4.28158 -1.42195 3.82346 0.048 0.154 -0.401
H -6.13212 -1.27309 2.15289 0.252 0.104 -0.037
H -5.85525 0.10874 0.09354 0.189 0.005 0.249
H -3.72724 1.42447 -0.22214 -0.148 -0.391 0.230
O 3.39810 -0.87507 2.85073 -2.776 -0.075 -1.533
B 2.17709 -1.59916 2.55466 2.152 -1.850 2.464
O 2.13978 -2.77113 3.39368 -1.289 1.982 -1.784
C 3.15100 -2.60587 4.29656 1.140 0.799 0.275
C 3.46497 -3.37718 5.38671 0.128 -0.488 0.284
C 4.60605 -3.03357 6.13168 -0.154 0.009 -0.195
C 5.33099 -1.88080 5.82405 0.077 -0.064 0.051
C 4.94789 -1.05680 4.75799 0.432 0.247 -0.101
C 3.89347 -1.46254 3.97826 0.001 -1.246 0.953
H 2.85085 -4.23497 5.64553 0.190 0.048 -0.056
H 4.93277 -3.68993 6.94430 -0.222 0.368 -0.270
H 6.22342 -1.62836 6.40972 -0.511 -0.037 -0.245
H 5.46137 -0.12709 4.52896 0.084 -0.216 0.050

[4]
57
Properties=species:S:1:pos:R:3:forces:R:3 method="wB97M-V/def2-TZVPD" total_energy_ha=-1930.38147 gap_ha=0.1669 charge=+1
C -4.24365 0.24463 1.54230 0.505 0.147 -0.307
Si -3.54533 1.21947 0.11462 -1.048 0.428 -0.081
C -4.41724 0.73197 -1.46486 0.506 0.055 0.346
C -3.81491 3.04149 0.41953 0.352 -0.493 -0.039
O -1.88956 0.91502 0.00665 0.241 -0.588 -0.724
C -1.37386 0.50078 -1.21773 0.371 0.986 -0.444
C -1.01915 1.39419 -2.15973 -0.140 -0.322 0.926
C -1.24162 -0.91434 -1.48841 -0.417 -1.310 0.795
C -1.83222 -1.84503 -0.72088 0.395 -0.146 -0.500
O -1.78476 -3.19476 -0.94967 0.475 1.417 -0.106
C -2.69355 -3.91205 -0.14435 -0.333 -0.390 0.124
H -5.28899 0.49092 1.69513 -0.168 0.046 0.046
H -4.16127 -0.81803 1.34469 -0.077 -0.297 0.086
H -3.68852 0.47827 2.44418 0.017 -0.025 0.333
H -5.48504 0.90507 -1.36907 -0.154 0.025 0.041
H -4.03639 1.32205 -2.29294 -0.044 0.016 -0.210
H -4.24620 -0.31946 -1.67289 -0.070 -0.187 -0.192
H -4.87295 3.25555 0.53818 -0.149 0.039 0.022
H -3.29264 3.34424 1.32156 0.056 0.216 0.176
H -3.43323 3.61479 -0.41961 0.041 0.207 -0.105
H -0.65431 1.07351 -3.11340 0.156 -0.177 -0.274
H -1.13708 2.44257 -1.98661 -0.070 0.481 0.069
H -0.70628 -1.23144 -2.36439 0.139 0.086 -0.311
H -2.39481 -1.51063 0.13639 -0.178 -0.209 0.346
H -2.50114 -4.97532 -0.28830 0.031 0.143 -0.001
H -2.54788 -3.65459 0.90790 -0.139 -0.071 0.041
H -3.71626 -3.69061 -0.46103 -0.022 -0.059 0.181
F 0.04577 -4.56544 2.87151 -0.361 0.236 0.667
C -0.17768 -3.38351 3.47322 0.355 0.583 -0.723
F -1.49700 -3.20632 3.67366 0.487 -0.545 0.244
F 0.47834 -3.33769 4.64843 -0.573 -0.374 -0.359
C 0.34055 -2.25886 2.59380 0.148 0.326 0.047
C -0.13899 -0.97685 2.79167 -0.327 -0.073 0.485
C 0.38747 0.07893 2.09663 0.021 0.396 -0.205
C 1.44819 -0.10516 1.18421 -0.020 0.006 -0.110
C 1.97833 1.05113 0.55872 0.028 -0.428 -0.033
C 3.12727 1.26419 -0.24464 0.205 -0.012 -0.025
C 4.17589 0.34054 -0.43578 0.004 -0.077 0.073
C 5.23388 0.63244 -1.26274 0.255 -0.345 0.029
C 5.29766 1.84876 -1.92284 -0.313 0.088 0.031
C 6.44173 2.15787 -2.87443 -0.678 -0.126 0.484
F 6.10284 3.21212 -3.64231 0.711 -0.584 0.115
F 7.54129 2.44563 -2.15446 -0.205 -0.052 -0.684
F 6.67054 1.07971 -3.64653 0.260 0.697 0.116
C 4.31130 2.79183 -1.70336 0.122 0.491 -0.389
C 3.25421 2.51833 -0.87630 -0.333 -0.066 0.283
C 1.87063 -1.42898 0.94778 0.049 -0.047 -0.180
C 1.32279 -2.47961 1.64248 0.250 -0.428 -0.130
H -0.91784 -0.82734 3.52073 -0.158 0.171 0.043
H -0.00601 1.07054 2.24949 -0.047 0.149 0.052
H 1.39769 1.94152 0.73323 -0.222 0.291 0.042
H 4.17608 -0.58302 0.10978 0.120 -0.185 0.061
H 6.03478 -0.07450 -1.40718 0.038 -0.201 0.061
H 4.38573 3.73948 -2.21117 -0.117 0.147 0.036
H 2.49577 3.26500 -0.70872 -0.157 0.139 -0.039
H 2.59333 -1.62602 0.17834 0.062 -0.162 -0.103
H 1.64431 -3.49295 1.45954 0.121 -0.035 -0.124

[5]
24
Properties=species:S:1:pos:R:3:forces:R:3 method="wB97M-V/def2-TZVPD" total_energy_ha=-364.02577 gap_ha=0.3589 smiles=CNC[C@@H]([NH3+])CCN charge=+1 de_lowest_kcal_mol=93.9
N -0.91294 -0.53517 1.63645 -0.600 0.858 -0.028
C -0.16218 0.39642 0.58601 -2.078 1.411 1.191
C 1.36035 0.29698 0.91284 -3.487 0.285 0.551
C 1.97843 -1.04398 0.60616 1.618 -0.534 2.608
N 3.38005 -0.70790 0.23163 -0.147 -0.979 0.456
C -0.85636 0.09544 -0.82338 1.973 1.640 2.674
N -1.93318 1.14875 -1.00238 0.975 -1.667 -2.521
C -2.68711 0.68214 -2.23088 -2.840 3.081 0.310
H -1.52455 0.06299 2.19835 0.251 -0.253 0.165
H -1.50299 -1.27672 1.31040 -0.665 -0.286 -1.083
H -0.29550 -1.04943 2.21645 1.172 -0.103 1.107
H -0.63886 1.41745 0.96132 1.527 -1.803 -1.069
H 1.72958 1.25455 0.60952 1.111 -0.028 -1.138
H 1.40414 0.42144 1.99249 0.037 0.169 0.278
H 1.91850 -1.62529 1.67215 0.611 0.999 -2.567
H 1.42020 -1.69575 -0.06341 0.068 0.199 -0.499
H 3.50741 -0.83726 -0.74705 -0.210 0.282 -1.070
H 4.10563 -1.32355 0.58152 -0.367 -0.189 0.631
H -1.34190 -0.82796 -0.64550 -0.959 -0.906 -0.336
H 0.03091 -0.21841 -1.43716 -1.076 1.256 -0.819
H -1.61861 2.08072 -1.29347 0.729 -0.552 0.583
H -2.20226 0.01057 -2.83174 1.889 -1.656 -1.332
H -3.58352 0.12070 -1.87918 0.218 0.861 -0.441
H -2.94442 1.58409 -3.00905 0.250 -2.084 2.350

[6]
8
Properties=species:S:1:pos:R:3:forces:R:3 method="wB97M-V/def2-TZVPD" total_energy_ha=-228.72221 gap_ha=0.3053 charge=-1 de_lowest_kcal_mol=18.0
O -1.50020 0.95175 -1.79571 0.338 1.037 2.168
H -1.54142 1.60499 -0.99756 0.204 -1.957 -2.210
O 1.47013 -0.18473 2.34509 3.239 -0.552 -0.313
H 0.91271 -0.54843 1.67610 -1.540 -0.208 -1.292
H 2.35139 -0.44396 1.90048 -1.846 0.841 1.288
O 0.00338 -0.68827 -0.63215 -1.448 -1.144 -0.020
H -0.77908 0.11549 -1.38206 -0.240 1.149 0.356
H -0.73004 -1.35804 -0.53480 1.294 0.834 0.024

[7]
18
Properties=species:S:1:pos:R:3:forces:R:3 method="wB97M-V/def2-TZVPD" total_energy_ha=-455.41983 gap_ha=0.3357 smiles="CC(=O)N(N)O.CO" de_lowest_kcal_mol=95.2
C -2.46158 0.13753 0.90957 0.315 -0.282 0.022
O -1.33632 0.99267 0.83528 2.295 -0.786 0.814
H -0.47155 0.48493 1.12295 -2.980 1.435 -0.665
H -2.41430 -0.59823 0.10179 -0.190 -0.114 0.051
H -3.37352 0.73065 0.79968 0.218 0.044 0.022
H -2.48689 -0.38135 1.87174 -0.160 -0.049 -0.026
C 0.75528 0.85180 -1.88630 -0.191 0.443 0.234
N 1.12700 -0.25449 0.32719 -0.859 1.012 -3.811
C 0.43197 -0.27267 -0.93828 1.629 -1.077 0.544
N 0.84204 -1.23516 1.26273 0.045 -0.811 1.477
O 2.10738 0.71367 0.58767 -0.536 -1.320 0.246
O -0.22718 -1.25395 -1.27519 0.419 1.147 1.130
H 2.91632 0.29546 0.24550 -0.008 0.308 0.139
H 0.42842 -2.03028 0.76489 0.108 0.410 -0.173
H 1.70415 -1.56210 1.69201 0.044 0.037 -0.134
H 1.32226 0.45337 -2.73195 -0.147 -0.079 0.106
H -0.18628 1.26461 -2.25686 0.102 -0.163 -0.009
H 1.32279 1.66355 -1.43244 -0.105 -0.156 0.033

[8]
20
Properties=species:S:1:pos:R:3:forces:R:3 method="wB97M-V/def2-TZVPD" total_energy_ha=-610.98914 gap_ha=0.2944 smiles="CN=P(C)(C)NC" de_lowest_kcal_mol=32.5
C -0.23153 -0.07977 2.28824 1.699 0.093 -0.698
C -0.60584 2.16954 -1.33344 -1.444 1.138 1.975
C 1.70902 -1.15394 -0.06397 0.535 -1.944 -1.431
C -1.06570 -1.31934 -0.60162 -1.213 1.424 1.285
N 0.01336 0.91632 1.17143 -0.293 -3.965 -3.028
N 0.13234 0.94541 -1.54640 1.361 -0.043 -0.583
P 0.23807 -0.09829 -0.26829 -1.227 2.460 4.225
H -1.04852 -0.85835 2.11456 0.741 1.163 0.601
H -0.26565 0.48743 3.22273 -0.943 -0.113 -0.117
H 0.74520 -0.61293 2.46077 -0.805 -0.351 -0.016
H -1.40587 1.94754 -0.58834 0.387 -0.081 -0.736
H -0.17409 3.05486 -0.81075 0.813 -0.907 -0.435
H -1.09516 2.57288 -2.19620 -0.066 -0.259 -0.945
H 1.42230 -2.24545 -0.01037 -0.295 1.142 0.137
H 2.52637 -1.27166 -0.82755 -0.655 1.042 0.673
H 2.05577 -0.89619 0.92100 0.633 0.243 0.201
H -2.04940 -0.69230 -0.37736 1.775 -1.662 -0.926
H -0.92587 -1.73879 -1.60190 -0.453 0.225 0.111
H -0.94948 -2.10350 0.15362 -0.359 0.025 -0.175
H 0.97468 0.97653 -2.10616 -0.191 0.369 -0.117